(1)
Entry from OMol25: one molecule with the formula C5H11NO in a non-equilibrium geometry (ωB97M-V/def2-TZVPD).

Calculated values
LUMO level, Ha: 0.0334
Largest force on an atom, eV Å⁻¹: 3.73
SMILES: [H]/N=C(/C)CCCO
Energy above the lowest of the compared OMol25 structures with the same formula, charge and spin, kJ/mol: 239.4

Last column: Löwdin charge in e.
Positions of all 18 atoms, in Å:
H (-0.054, -0.502, 2.604)  0.044
N (0.435, -1.018, 1.868)  0.118
C (-0.157, -0.893, 0.714)  -0.465
C (0.007, -1.931, -0.369)  -0.043
C (-1.318, 0.113, 0.519)  -0.177
C (-0.761, 1.065, -0.489)  -0.119
C (0.951, 1.136, -0.258)  -0.222
O (1.407, 1.799, -1.428)  -0.102
H (0.845, -2.592, -0.134)  0.081
H (0.199, -1.466, -1.339)  0.078
H (-0.910, -2.520, -0.450)  0.087
H (-2.199, -0.416, 0.149)  0.112
H (-1.528, 0.615, 1.467)  0.109
H (-1.122, 2.087, -0.366)  0.106
H (-0.881, 0.721, -1.518)  0.101
H (1.690, 0.360, -0.047)  0.106
H (1.039, 1.821, 0.588)  0.101
H (2.357, 1.624, -1.511)  0.086

(2)
Entry from OMol25: C34H37N3PdSi2 as an isolated structure (ωB97M-V/def2-TZVPD).

Calculated values
LUMO level, Ha: 0.0055
Largest force on an atom, eV Å⁻¹: 0.20
Energy above the lowest of the compared OMol25 structures with the same formula, charge and spin, kJ/mol: 0.0

Last column: Löwdin charge in e.
Positions of all 77 atoms, in Å:
Pd (0.203, -0.491, 0.108)  0.823
C (-0.191, 2.579, 1.974)  -0.161
Si (-0.816, 1.028, 2.831)  0.451
C (-0.566, 1.326, 4.679)  -0.176
C (-2.668, 0.818, 2.600)  -0.162
C (0.178, -0.439, 2.215)  -0.440
C (1.627, -0.091, 2.215)  -0.397
C (2.510, 0.069, 3.285)  -0.029
C (3.826, 0.402, 3.022)  -0.055
C (4.254, 0.565, 1.710)  -0.070
C (3.332, 0.386, 0.697)  -0.117
N (2.065, 0.075, 0.952)  -0.007
Si (-0.142, -2.114, 2.985)  0.443
C (0.558, -2.272, 4.732)  -0.179
C (0.754, -3.447, 2.001)  -0.181
C (-1.976, -2.462, 3.147)  -0.167
H (-0.864, 3.423, 2.151)  0.036
H (-0.101, 2.435, 0.897)  0.001
H (0.796, 2.855, 2.357)  0.036
H (-1.079, 2.246, 4.975)  0.032
H (0.488, 1.442, 4.944)  0.020
H (-0.981, 0.513, 5.279)  0.019
H (-3.138, 1.797, 2.475)  0.029
H (-3.110, 0.348, 3.481)  0.028
H (-2.917, 0.207, 1.733)  0.013
H (2.157, -0.067, 4.297)  0.098
H (4.523, 0.534, 3.840)  0.109
H (5.278, 0.824, 1.478)  0.099
H (3.603, 0.495, -0.347)  0.111
H (1.650, -2.277, 4.740)  0.022
H (0.228, -3.227, 5.154)  0.033
H (0.213, -1.481, 5.401)  0.017
H (1.827, -3.397, 2.212)  0.031
H (0.629, -3.322, 0.925)  -0.002
H (0.411, -4.447, 2.279)  0.032
H (-2.401, -1.864, 3.957)  0.026
H (-2.130, -3.514, 3.402)  0.036
H (-2.534, -2.246, 2.237)  0.014
C (-3.262, -2.809, -0.856)  -0.097
C (-4.210, -1.891, -1.282)  -0.097
C (-3.892, -0.545, -1.254)  -0.055
C (-2.638, -0.103, -0.819)  -0.219
C (-1.670, -1.019, -0.364)  -0.225
C (-2.024, -2.371, -0.406)  -0.136
C (-2.395, 1.365, -0.853)  -0.244
C (-3.410, 2.253, -0.386)  -0.020
C (-3.207, 3.595, -0.435)  -0.003
C (-1.988, 4.097, -0.953)  -0.167
C (-1.680, 5.475, -1.028)  -0.036
C (-0.476, 5.888, -1.523)  -0.084
C (0.474, 4.940, -1.963)  -0.078
C (0.199, 3.603, -1.902)  -0.027
C (-1.042, 3.150, -1.393)  -0.250
N (-1.263, 1.807, -1.341)  0.153
H (-3.487, -3.869, -0.864)  0.099
H (-5.179, -2.217, -1.636)  0.097
H (-4.619, 0.181, -1.603)  0.107
H (-1.315, -3.116, -0.065)  0.075
H (-4.319, 1.843, 0.032)  0.115
H (-3.959, 4.286, -0.071)  0.118
H (-2.413, 6.195, -0.683)  0.112
H (-0.243, 6.944, -1.575)  0.101
H (1.429, 5.280, -2.345)  0.101
H (0.918, 2.856, -2.217)  0.109
N (0.568, -0.605, -2.001)  0.138
C (0.238, -0.503, -3.091)  -0.099
C (-0.249, -0.332, -4.428)  -0.207
C (-0.169, -1.376, -5.346)  -0.024
C (-0.666, -1.190, -6.625)  -0.071
C (-1.238, 0.025, -6.978)  -0.072
C (-1.317, 1.061, -6.057)  -0.063
C (-0.824, 0.890, -4.775)  -0.014
H (0.275, -2.317, -5.052)  0.121
H (-0.611, -1.995, -7.345)  0.107
H (-1.627, 0.164, -7.979)  0.106
H (-1.767, 2.004, -6.336)  0.109
H (-0.887, 1.679, -4.037)  0.102

(3)
Entry from OMol25: a 2-piece molecular cluster, C2H3O2S overall in a non-equilibrium geometry (ωB97M-V/def2-TZVPD).

Calculated values
LUMO level, Ha: 0.1408
Largest force on an atom, eV Å⁻¹: 2.52
Charge: -1
Energy above the lowest of the compared OMol25 structures with the same formula, charge and spin, kJ/mol: 175.6

Last column: Löwdin charge in e.
Positions of all 8 atoms, in Å:
C (-2.224, 0.722, -0.361)  -1.058
C (0.573, 1.197, -0.853)  -0.208
O (0.880, 0.392, -0.002)  -0.056
O (-2.692, 1.856, -0.205)  -0.198
S (-2.850, -0.683, 0.213)  0.378
H (0.146, 2.202, -0.630)  0.091
H (0.752, 0.787, -1.960)  0.114
H (-1.268, 0.655, -0.794)  -0.063

(4)
Entry from OMol25: CCrFNO5S2 as an isolated structure in a non-equilibrium geometry (ωB97M-V/def2-TZVPD).

Calculated values
2S+1: 5
LUMO level (spin up / spin down), Ha: -0.0814 / -0.0790
⟨S²⟩: 6.03
Largest force on an atom, eV Å⁻¹: 3.56

Last column: Löwdin charge in e.
Positions of all 11 atoms, in Å:
Cr (0.615, -1.329, 1.367)  1.044
N (0.768, 0.589, 0.408)  -0.607
S (1.991, -0.026, -0.731)  0.717
O (3.241, 0.729, -0.397)  -0.465
O (2.020, -1.436, -0.079)  -0.594
S (-0.283, 1.570, -0.219)  0.893
O (-1.698, 0.993, 0.034)  -0.469
F (-0.334, 2.841, 0.909)  -0.337
O (-3.150, -1.203, -0.865)  0.216
C (-2.080, -1.069, -0.387)  -0.420
O (-1.091, -1.659, -0.040)  0.021

Question: The highest largest force on an atom belongs to which entry?
Answer: C5H11NO